ORCA calculation (the ωB97M-V functional and the def2-TZVPD basis) on a gas-phase ion, C20H13N6O6 (charge -1) at a distorted geometry.

The geometry in XYZ format:
```
45
Properties=species:S:1:pos:R:3:forces:R:3
O -3.428 4.178 2.759 -0.21 -0.29 -1.53
O 2.375 1.269 -0.803 0.44 -4.16 0.32
O -0.841 -0.216 1.813 0.31 -0.84 -2.11
O 1.006 2.954 3.550 0.64 -1.40 -1.42
O 2.122 1.546 2.260 -1.14 0.57 0.20
O -4.257 4.177 0.716 1.14 -0.51 1.06
N -2.869 2.755 -1.375 0.78 0.13 1.31
N -3.367 3.893 1.536 0.58 0.27 0.61
N -0.838 2.263 -0.686 -2.34 0.08 -0.43
N -2.156 2.192 -2.370 0.73 -0.25 0.97
N 1.131 2.274 2.493 0.45 0.78 0.07
N -0.968 1.845 -1.977 -0.66 1.09 0.08
C 5.079 -2.717 -0.604 -0.34 -0.01 0.31
C -1.752 -1.334 -0.112 0.10 -0.30 0.01
C 3.774 -3.179 -0.401 -0.08 0.26 -0.16
C -3.629 -3.203 -0.957 0.04 0.15 -0.14
C 0.257 1.752 0.099 1.39 3.04 -1.15
C 1.887 0.146 -0.406 2.24 3.65 -2.09
C -3.966 -1.853 -0.905 0.19 0.15 0.19
C 5.337 -1.344 -0.680 -0.52 -0.03 -0.06
C 0.355 0.194 -0.326 0.09 -0.22 1.70
C -0.725 -0.497 0.623 0.73 1.02 0.56
C -2.057 2.777 -0.274 0.81 -0.26 -1.68
C -3.050 -0.908 -0.458 0.77 -0.23 0.16
C -2.314 -3.594 -0.747 0.26 0.21 -0.02
C -1.352 -2.644 -0.389 -0.49 -0.04 0.05
C 4.279 -0.452 -0.618 -0.43 -0.03 -0.01
C -1.044 3.023 1.965 -0.31 0.69 -1.42
C 2.701 -2.271 -0.329 0.07 0.27 0.02
C 2.929 -0.898 -0.449 1.14 -0.84 0.46
C -2.148 3.240 1.093 -0.59 -0.11 0.34
C 0.132 2.420 1.476 -1.53 -1.03 1.39
H 5.903 -3.423 -0.665 -0.15 0.02 0.02
H 4.482 0.615 -0.730 -0.25 -0.46 0.20
H -1.053 3.498 2.976 -0.04 -0.79 -1.09
H 0.059 -0.073 -1.405 0.24 1.11 1.57
H -2.030 -4.633 -0.860 0.01 0.03 -0.05
H -3.288 0.152 -0.435 -0.14 -0.15 0.22
H -4.387 -3.939 -1.210 0.11 0.06 -0.04
H 1.367 2.241 -0.383 -3.76 -1.49 1.34
H 6.346 -0.941 -0.798 -0.28 -0.31 0.00
H 1.667 -2.598 -0.189 0.48 -0.13 0.02
H 3.581 -4.250 -0.304 0.07 0.35 -0.07
H -4.953 -1.521 -1.192 -0.12 -0.03 0.02
H -0.297 -2.917 -0.316 -0.42 -0.05 0.26
```
Forces are in eV/Å.

Total energy ... -1549.66312 hartree
E_HOMO ... -4.34 eV
Energy above the lowest of the compared OMol25 structures with the same formula, charge and spin ... 0.0 kJ/mol
Max |F| ... 4.8 eV/Å
Net charge ... -1

ORCA calculation (the ωB97M-V functional and the def2-TZVPD basis) on a molecular structure, C20H14BrNO6Re at a distorted geometry.

The geometry in XYZ format:
```
43
Properties=species:S:1:pos:R:3:forces:R:3
Re 0.278 0.333 -0.460 1.14 0.20 0.11
Br -3.608 3.991 4.661 0.00 0.02 0.07
O 2.249 -7.281 -0.754 -0.16 0.11 0.03
O -0.457 1.359 1.068 -0.33 0.01 0.02
O 0.522 -7.154 0.547 0.08 0.09 -0.15
O -0.859 -1.100 0.493 -0.20 -0.08 0.21
O -1.443 1.306 -0.825 -0.28 0.04 0.10
O 1.204 -1.150 -0.993 -0.19 -0.59 0.04
N 1.362 -6.686 -0.189 0.10 -0.17 0.15
C -4.693 3.880 2.039 -0.03 0.01 -0.01
C 2.429 2.805 0.049 -0.01 -0.10 0.02
C 0.289 -3.111 0.036 -0.04 -0.21 0.08
C -2.610 2.456 0.954 0.00 0.14 0.06
C 1.338 1.820 -1.910 0.05 0.34 -0.27
C 2.519 1.087 -2.158 -0.18 -0.13 0.04
C 1.310 -5.216 -0.397 -0.04 -0.03 -0.01
C 2.218 -3.246 -1.436 -0.01 -0.14 0.03
C -4.730 3.536 0.690 0.01 0.00 0.03
C -3.692 2.821 0.133 0.01 -0.02 0.03
C 1.243 -2.516 -0.797 0.05 0.47 -0.19
C 2.247 -4.621 -1.228 0.01 0.08 -0.02
C 3.616 1.210 -1.320 0.00 0.04 0.05
C 3.573 2.071 -0.226 0.09 -0.02 0.05
C -2.564 2.806 2.317 -0.02 -0.01 -0.07
C 1.321 2.686 -0.788 -0.29 -0.06 -0.05
C -3.617 3.515 2.851 0.00 -0.01 -0.08
C -1.536 1.719 0.406 0.14 -0.17 -0.12
C 0.327 -4.497 0.238 0.05 0.03 -0.06
C -0.737 -2.333 0.642 -0.05 0.17 -0.07
H -1.487 -2.818 1.269 0.01 -0.03 -0.02
H -1.724 2.518 2.934 0.01 -0.01 -0.01
H 4.445 2.178 0.407 0.00 0.00 0.00
H -3.704 2.541 -0.911 0.02 -0.01 0.00
H 2.558 0.431 -3.017 0.02 0.02 -0.01
H 2.935 -2.761 -2.083 0.00 0.00 0.00
H -5.511 4.439 2.473 0.00 0.00 -0.01
H 4.522 0.660 -1.537 0.00 -0.01 0.00
H -0.393 -5.001 0.870 0.00 -0.01 0.01
H -5.575 3.832 0.086 0.00 0.00 0.00
H 0.457 3.320 -0.630 0.04 0.06 -0.01
H 0.587 1.927 -2.685 0.01 -0.01 0.02
H 2.400 3.487 0.888 0.00 0.01 0.00
H 2.992 -5.243 -1.707 0.00 -0.01 0.00
```
Forces are in eV/Å.

Total energy ... -3928.30600 hartree
E_HOMO (alpha / beta) ... -14.58 / -14.58 eV
Energy above the lowest of the compared OMol25 structures with the same formula, charge and spin ... 47.1 kJ/mol
Max |F| ... 1.2 eV/Å
Net charge ... +2
Spin multiplicity ... 2

ORCA calculation (the ωB97M-V functional and the def2-TZVPD basis) on a molecular structure, C20H14Cl5F3N3O5PrS.

The geometry in XYZ format:
```
52
Properties=species:S:1:pos:R:3:forces:R:3
Pr -0.172 -0.278 0.950 -0.82 0.40 0.05
Cl -4.284 -4.450 1.427 0.05 0.00 -0.01
Cl 1.404 -3.271 -0.882 -0.36 0.07 0.09
Cl -3.191 -1.498 1.303 0.20 -0.07 -0.11
Cl -2.500 -6.800 0.382 0.00 0.00 0.01
Cl 0.342 -6.208 -0.757 -0.01 0.05 0.01
S -1.335 1.393 2.881 -0.17 0.40 -0.20
F -2.082 5.855 2.554 -0.03 0.07 -0.03
F -2.629 4.158 3.764 -0.01 0.00 0.05
F -0.558 4.494 3.231 0.10 -0.02 0.01
O 1.410 1.571 0.798 0.40 0.10 -0.25
O 3.191 -0.728 0.800 -0.11 0.04 0.06
O 2.750 2.444 2.336 -0.05 -0.04 -0.17
O 1.548 -0.131 2.873 0.08 0.06 0.11
O 0.710 -2.075 2.306 0.59 -0.33 0.01
N 0.581 -0.570 -3.717 0.06 0.05 0.06
N -1.780 1.704 0.309 0.06 -0.34 -0.22
N 0.224 0.069 -1.640 0.17 0.04 0.10
C -2.151 2.327 -0.812 0.07 0.08 0.13
C 3.065 -1.633 1.916 0.11 -0.01 -0.07
C 1.312 0.582 -3.526 -0.06 -0.12 -0.14
C 2.465 1.544 1.421 -0.05 -0.04 0.17
C -2.002 3.741 1.516 -0.14 0.04 -0.19
C 3.603 0.581 1.115 0.08 0.01 -0.03
C -0.660 -4.909 -0.226 -0.14 0.01 -0.02
C -0.042 -0.837 -2.557 -0.14 -0.06 -0.02
C -2.515 3.655 -0.833 0.02 -0.14 -0.06
C -2.237 -2.836 0.651 -0.22 -0.12 -0.09
C -1.929 -5.178 0.295 0.05 -0.01 -0.02
C -1.823 4.551 2.772 -0.07 -0.14 -0.02
C 0.567 -1.410 -4.903 0.01 0.12 0.04
C 1.704 -1.323 2.508 -0.25 0.02 0.01
C -1.018 -2.517 0.100 0.06 0.09 -0.02
C -0.249 -3.581 -0.303 0.36 -0.36 -0.15
C -2.730 -4.133 0.754 -0.06 0.04 0.03
C 1.079 0.968 -2.244 -0.05 0.02 0.06
C -2.408 4.367 0.358 0.02 0.16 -0.01
C -1.752 2.350 1.486 0.22 -0.07 0.58
H 4.325 0.598 1.932 -0.05 0.01 0.05
H 0.881 -0.813 -5.756 0.00 -0.02 -0.01
H 4.081 0.978 0.214 0.05 -0.02 0.02
H 3.874 -1.474 2.632 0.00 -0.01 0.01
H -0.673 -1.700 -2.411 0.00 0.01 0.00
H -2.135 1.725 -1.713 -0.02 0.01 -0.01
H -0.443 -1.770 -5.082 0.01 -0.04 0.00
H -2.630 5.425 0.373 0.00 -0.01 0.02
H 1.455 1.828 -1.718 -0.01 -0.01 0.01
H 1.906 1.007 -4.316 0.01 0.03 0.03
H 1.244 -2.254 -4.781 -0.01 -0.02 -0.02
H 3.102 -2.633 1.494 0.01 -0.01 0.02
H 1.942 2.970 2.477 0.04 0.06 0.08
H -2.836 4.124 -1.751 0.00 0.03 0.02
```
Forces are in eV/Å.

Total energy ... -4826.94593 hartree
E_HOMO (alpha / beta) ... -7.92 / -7.93 eV
Energy above the lowest of the compared OMol25 structures with the same formula, charge and spin ... 0.0 kJ/mol
Max |F| ... 0.9 eV/Å
Spin multiplicity ... 3

ORCA calculation (the ωB97M-V functional and the def2-TZVPD basis) on C20H14O6 in the gas phase at a distorted geometry.

The geometry in XYZ format:
```
40
Properties=species:S:1:pos:R:3:forces:R:3
O 3.065 -0.612 1.226 -0.50 0.32 -0.31
O -0.523 0.027 0.671 -0.02 -0.50 0.51
O 0.671 -2.549 1.601 -0.33 0.28 0.61
O 1.224 1.400 1.542 -0.25 -0.88 -0.77
O 1.447 2.320 -1.182 0.03 0.58 0.33
O 4.492 1.063 -1.321 -2.47 -0.66 1.50
C 2.179 1.239 -1.705 -2.77 -0.83 3.34
C 3.189 -0.611 -0.200 -2.85 -1.36 1.36
C 0.687 3.373 2.768 -0.55 -0.87 -1.34
C -2.897 0.671 0.925 2.72 -1.72 -0.60
C 2.575 -2.725 -1.479 -0.11 -0.67 -0.22
C 0.257 2.277 1.995 1.21 1.55 1.10
C 1.506 -3.211 -0.467 1.35 0.39 -0.85
C -3.840 1.582 1.358 -0.59 0.85 1.00
C -1.110 2.062 1.756 0.27 0.91 0.46
C 3.703 -1.965 -0.801 -0.10 1.10 0.89
C 0.829 1.085 -0.918 2.17 0.03 -0.97
C 1.811 -0.772 0.541 1.94 0.89 -1.11
C 1.253 -2.189 0.617 -0.42 -0.43 0.46
C 3.359 0.706 -0.938 3.71 -0.01 -2.59
C -0.293 4.314 3.185 -0.49 -0.32 0.24
C -3.461 2.750 2.010 0.04 -1.44 -0.96
C -1.668 4.093 2.954 2.47 1.34 0.38
C -2.093 2.986 2.222 -0.04 0.00 0.25
C -1.500 0.917 1.120 -1.81 -1.33 -1.42
C 0.848 0.473 0.514 -1.20 0.73 0.41
H 1.765 3.528 2.922 -0.68 -0.08 0.00
H -4.908 1.341 1.305 0.48 0.08 -0.28
H -4.223 3.424 2.338 -0.09 0.42 0.30
H -0.096 0.866 -1.433 -0.05 0.19 -0.23
H 2.995 -3.612 -2.014 -0.36 0.74 0.25
H 1.828 -4.143 0.024 -0.13 0.40 -0.04
H 4.497 -1.754 -1.489 0.52 0.08 -0.42
H 2.217 1.111 -2.750 0.10 0.10 -1.16
H 0.102 5.204 3.722 -0.71 -0.66 -0.39
H 0.603 -3.441 -1.021 -0.43 0.05 0.18
H -2.370 4.847 3.272 -0.18 -0.04 0.08
H -3.174 -0.305 0.478 0.11 0.83 0.25
H 2.098 -2.062 -2.220 0.16 -0.28 0.07
H 4.127 -2.542 0.041 -0.16 0.24 -0.31
```
Forces are in eV/Å.

Total energy ... -1221.83407 hartree
E_HOMO ... -7.76 eV
Max |F| ... 4.5 eV/Å

Question: Which value of max |F| does entry 2 give?
Answer: 1.2 eV/Å

Question: total energy of number 2 (C20H14BrNO6Re)?
Answer: -3928.30600 hartree

Question: Which value of total energy does entry 3 give?
Answer: -4826.94593 hartree

Question: Among the records above, which one has the lowest total energy?
Answer: C20H14Cl5F3N3O5PrS